Formula: C47H35N2O5P2S2W
Source: the OMol25 dataset
Level of theory: the ωB97M-V functional and the def2-TZVPD basis

The geometry in ORCA input format:
```
! RIJCOSX wB97M-V def2-TZVPD def2/J DEFGRID3
* xyz 1 3
W 0.81 0.79 -0.26
C -2.66 -3.85 2.97
C -3.54 -2.78 2.91
C -3.13 -1.57 2.38
C -1.83 -1.42 1.89
C -0.96 -2.50 1.96
C -1.36 -3.71 2.50
P -1.37 0.16 1.12
C -2.04 1.45 2.18
C -1.76 1.43 3.55
C -2.22 2.45 4.36
C -2.95 3.50 3.82
C -3.22 3.52 2.46
C -2.77 2.50 1.64
C -2.11 0.26 -0.48
C -3.41 0.09 -0.98
C -3.59 0.21 -2.34
C -2.51 0.50 -3.18
C -1.23 0.68 -2.68
C -1.03 0.55 -1.30
H -2.98 -4.79 3.40
H -4.55 -2.89 3.29
H -3.82 -0.74 2.36
H 0.05 -2.43 1.57
H -0.66 -4.54 2.54
H -1.18 0.62 3.98
H -2.00 2.43 5.42
H -3.31 4.29 4.45
H -3.79 4.34 2.03
H -2.98 2.53 0.57
H -4.24 -0.14 -0.32
H -4.58 0.08 -2.76
H -2.68 0.60 -4.24
H -0.42 0.93 -3.35
O 4.48 2.09 -1.86
S 3.55 1.06 -1.54
O 3.63 0.42 -0.24
O 2.09 1.57 -1.65
C 3.66 -0.26 -2.69
C 4.65 -0.20 -3.65
C 4.91 -1.33 -4.43
C 4.20 -2.49 -4.21
C 3.19 -2.53 -3.26
C 2.89 -1.41 -2.50
P 1.48 -1.51 -1.32
C 1.98 -2.86 -0.22
C 1.40 -4.13 -0.30
C 1.82 -5.14 0.55
C 2.83 -4.90 1.48
C 3.42 -3.65 1.54
C 2.99 -2.63 0.70
C 0.15 -2.14 -2.40
C 0.23 -2.04 -3.79
C -0.83 -2.43 -4.59
C -2.00 -2.90 -4.02
C -2.10 -2.98 -2.64
C -1.04 -2.60 -1.84
H 5.23 0.70 -3.76
H 5.68 -1.29 -5.19
H 4.42 -3.38 -4.79
H 2.64 -3.45 -3.11
H 0.62 -4.34 -1.02
H 1.37 -6.12 0.48
H 3.16 -5.69 2.13
H 4.21 -3.46 2.25
H 3.48 -1.66 0.75
H 1.12 -1.65 -4.27
H -0.75 -2.35 -5.66
H -2.83 -3.21 -4.64
H -3.01 -3.34 -2.17
H -1.15 -2.66 -0.77
S 3.36 1.13 3.48
C 2.46 -0.30 3.69
C 1.58 -0.46 2.67
N 1.63 0.55 1.73
C 2.51 1.46 2.07
H 2.61 -0.95 4.53
H 0.89 -1.27 2.56
H 2.70 2.35 1.49
O -0.12 3.32 -1.91
C -0.11 3.63 -0.74
N 0.33 2.79 0.31
C 0.23 3.49 1.51
O 0.57 3.09 2.60
C -0.34 4.84 1.21
C -0.65 5.88 2.07
C -1.21 7.01 1.49
C -1.44 7.09 0.12
C -1.12 6.04 -0.73
C -0.56 4.92 -0.14
H -0.46 5.80 3.13
H -1.47 7.86 2.12
H -1.88 7.99 -0.29
H -1.28 6.09 -1.79
*
```

The calculation puts the HOMO-LUMO gap (alpha / beta) at 7.340 / 7.880 eV. The calculation puts the HOMO energy (alpha / beta) at -10.37 / -11.27 eV. The total energy is -3843.810046 hartree.

Formula: C5H9N3
Source: the OMol25 dataset
Level of theory: the ωB97M-V functional and the def2-TZVPD basis

The geometry in ORCA input format:
```
! RIJCOSX wB97M-V def2-TZVPD def2/J DEFGRID3
* xyz 0 1
C 2.19 -0.47 -0.07
C 0.72 0.19 -0.02
C -0.35 -0.63 0.87
C -2.11 0.14 -0.38
C -0.22 -0.78 -0.67
H 3.04 0.30 0.51
H 2.25 -1.51 0.18
H 2.47 -0.28 -1.17
H 0.23 1.99 0.65
H -0.18 1.80 -0.95
H -0.16 -1.17 1.73
H -2.26 0.54 1.75
H -3.12 0.37 -0.80
H -0.03 -1.86 -0.96
N 0.65 1.64 -0.24
N -1.75 0.03 0.86
N -1.36 -0.29 -1.29
*
```

The SMILES is C[C@@]1(N)[C@@H]2N=CN[C@@H]21. The calculation puts the HOMO-LUMO gap at 9.027 eV. The calculation puts the HOMO energy at -8.32 eV. The total energy is -360.058646 hartree.

Formula: C5H5NO2S
Source: the OMol25 dataset
Level of theory: the ωB97M-V functional and the def2-TZVPD basis

The geometry in ORCA input format:
```
! RIJCOSX wB97M-V def2-TZVPD def2/J DEFGRID3
* xyz 0 1
C 1.19 -0.11 0.50
C 2.20 0.52 1.13
C 3.84 1.62 -0.88
C 1.30 1.00 -1.54
C -0.72 -0.38 -1.06
N 0.60 0.10 -0.83
O 0.85 1.81 -2.26
O 2.81 1.05 -1.55
S 3.54 1.66 0.75
H 0.50 -0.83 0.97
H 2.31 0.29 2.16
H -1.30 0.41 -1.49
H -0.68 -1.16 -1.80
H -1.28 -0.67 -0.15
*
```

The calculation puts the HOMO-LUMO gap at 8.841 eV. The calculation puts the HOMO energy at -8.72 eV. The total energy is -796.801922 hartree.

Formula: C5H9NO
Source: the OMol25 dataset
Level of theory: the ωB97M-V functional and the def2-TZVPD basis

The geometry in ORCA input format:
```
! RIJCOSX wB97M-V def2-TZVPD def2/J DEFGRID3
* xyz 0 1
C 2.67 -0.79 -0.28
C 2.60 0.58 0.23
N 2.52 1.67 0.61
O -0.13 0.59 -0.75
C -0.98 0.21 0.29
C -2.06 -0.75 -0.08
C -2.41 0.68 0.27
H 2.59 -1.49 0.55
H 1.82 -0.93 -0.95
H 3.61 -0.95 -0.81
H 0.29 1.42 -0.50
H -0.49 0.09 1.26
H -2.11 -1.03 -1.13
H -2.32 -1.54 0.62
H -2.68 1.34 -0.55
H -2.91 0.88 1.21
*
```

The SMILES is OC1CC1.CC#N. The calculation puts the HOMO-LUMO gap at 10.706 eV. The calculation puts the HOMO energy at -9.84 eV. The total energy is -325.860326 hartree.

> What is the formula in the fourth record?

C5H9NO